Arrangement one

Molecular formula: C4H7N2
Method: DFT, ωB97M-V with the def2-TZVPD basis set

Last column: Löwdin spin population.
Element x y z (Å)
H -2.372 0.785 -0.805  0.013
C 1.669 -0.529 -0.008  0.482
H 0.326 1.983 0.049  0.022
H -1.400 -1.602 0.810  -0.001
C -1.105 -0.801 -0.006  0.000
C -1.601 0.658 0.004  0.051
N 0.242 -0.164 0.004  0.094
H -1.968 1.015 0.863  0.014
H 1.796 -1.556 -0.116  0.045
C -0.177 1.048 -0.062  0.334
H -1.372 -1.434 -0.838  -0.001
H 3.487 0.144 0.124  0.037
N 2.477 0.452 -0.017  0.910

total charge = +1
multiplicity = 3
LUMO level (alpha / beta) = -0.13879 / -0.32152 hartree
gap between HOMO and LUMO (alpha / beta) = 8.1 / 7.6 eV
highest occupied orbital energy (alpha / beta) = -11.89 / -16.34 eV

***

Arrangement two

Molecular formula: C4H7N2
Method: DFT, ωB97M-V with the def2-TZVPD basis set

Last column: Löwdin spin population.
Element x y z (Å)
C 0.703 -1.004 0.216  0.014
C -2.170 0.653 -1.040  1.192
H 2.373 -1.209 1.632  0.003
N 0.420 0.245 -0.439  0.163
H 2.717 0.045 0.481  0.000
H 1.209 0.416 -1.055  0.007
C 0.644 0.184 1.031  0.007
H 0.023 0.634 1.804  0.000
N -3.291 0.799 -1.256  0.440
H -0.637 0.176 -0.838  0.117
C 1.965 -0.532 0.908  0.011
H -4.021 1.451 -1.474  0.042
H 0.066 -1.857 0.030  0.004

total charge = +1
multiplicity = 3
LUMO level (alpha / beta) = -0.11284 / -0.32509 hartree
gap between HOMO and LUMO (alpha / beta) = 7.3 / 7.5 eV
highest occupied orbital energy (alpha / beta) = -10.37 / -16.33 eV

***

The winner here is arrangement one, beating the second structure by 3.904 eV.

***

Arrangement one

Molecular formula: C4H12
Method: DFT, ωB97M-V with the def2-TZVPD basis set

Last column: Löwdin spin population.
Element x y z (Å)
H -0.604 -1.636 -0.489  0.050
H -1.979 1.717 0.613  0.027
H 1.388 -1.244 -2.744  0.021
C 1.126 -2.019 -2.038  0.146
H -1.552 0.196 1.491  0.031
H 0.966 -0.820 -0.137  0.037
C 0.049 1.763 1.540  0.133
H 0.625 1.007 2.019  0.032
H 1.998 -2.475 -1.704  0.019
C 0.314 -1.117 -0.976  0.262
C -1.471 1.399 1.489  0.120
H -1.948 1.626 2.510  0.011
H 0.461 -2.687 -2.548  0.017
H 0.374 1.691 0.471  0.031
H -0.161 -0.313 -1.629  0.052
H 0.322 2.782 2.059  0.012

total charge = -1
multiplicity = 2
LUMO level (alpha / beta) = 0.15861 / 0.16160 hartree
gap between HOMO and LUMO (alpha / beta) = 2.8 / 11.9 eV
highest occupied orbital energy (alpha / beta) = 1.49 / -7.48 eV

***

Arrangement two

Molecular formula: C4H12
Method: DFT, ωB97M-V with the def2-TZVPD basis set

Last column: Löwdin spin population.
Element x y z (Å)
H 0.751 1.855 2.046  0.017
H 0.019 -0.947 -0.373  0.036
H 0.774 0.212 1.356  0.018
H -1.975 1.015 2.594  0.013
H -1.588 1.928 1.280  0.026
H -1.844 0.206 1.050  0.042
C -1.344 0.975 1.745  0.143
H 0.187 -2.175 -2.872  0.030
C 0.146 0.872 2.033  0.096
C 0.409 -0.430 -1.260  0.247
C 0.879 -1.400 -2.438  0.183
H 0.449 0.352 3.085  0.012
H 1.883 -1.912 -2.369  0.020
H -0.685 -0.028 -1.381  0.061
H 1.184 0.256 -1.087  0.032
H 0.755 -0.778 -3.409  0.027

total charge = -1
multiplicity = 2
LUMO level (alpha / beta) = 0.15819 / 0.16193 hartree
gap between HOMO and LUMO (alpha / beta) = 2.8 / 11.3 eV
highest occupied orbital energy (alpha / beta) = 1.49 / -6.93 eV

***

Arrangement three

Molecular formula: C4H12
Method: DFT, ωB97M-V with the def2-TZVPD basis set

Last column: Löwdin spin population.
Element x y z (Å)
H -0.811 1.022 0.090  0.018
H 1.058 0.199 -0.608  0.018
H 1.299 -2.191 -1.387  0.023
H -0.052 -1.883 -2.519  0.016
H -1.038 2.324 1.404  0.031
C -0.771 0.295 2.138  0.260
C 0.910 -0.091 -1.641  0.106
H -1.779 -0.133 2.084  0.045
H -0.305 -1.663 -0.807  0.031
C 0.437 -1.567 -1.603  0.138
H -0.157 -0.609 2.090  0.042
H 1.827 -0.005 -2.226  0.014
H -0.673 0.734 3.132  0.044
H 0.468 1.681 1.142  0.028
H 0.100 0.490 -2.073  0.019
C -0.589 1.380 1.088  0.167

total charge = -1
multiplicity = 2
LUMO level (alpha / beta) = 0.16064 / 0.16576 hartree
gap between HOMO and LUMO (alpha / beta) = 2.8 / 11.9 eV
highest occupied orbital energy (alpha / beta) = 1.55 / -7.41 eV

***

The winner here is arrangement three, beating the second structure by 0.794 eV.

***

Arrangement one

Molecular formula: C4H12
Method: DFT, ωB97M-V with the def2-TZVPD basis set

Last column: Löwdin spin population.
Element x y z (Å)
C 0.464 1.022 -1.529  0.232
H -0.758 1.126 2.172  0.036
H -0.136 -1.692 1.167  0.019
C -1.127 0.145 1.867  0.165
H 0.690 1.768 -2.293  0.043
H 1.032 1.292 -0.641  0.042
C 0.085 -0.812 1.769  0.136
H 1.662 -0.599 -2.408  0.021
C 0.633 -0.386 -2.112  0.130
H 0.882 -0.243 1.291  0.026
H 0.314 -1.128 -1.380  0.013
H 0.389 -1.097 2.774  0.021
H -0.030 -0.486 -2.957  0.024
H -1.820 -0.214 2.633  0.021
H -1.680 0.225 0.933  0.031
H -0.600 1.078 -1.290  0.039

total charge = -1
multiplicity = 2
LUMO level (alpha / beta) = 0.16094 / 0.16879 hartree
gap between HOMO and LUMO (alpha / beta) = 2.8 / 12.6 eV
highest occupied orbital energy (alpha / beta) = 1.58 / -7.97 eV

***

Arrangement two

Molecular formula: C4H12
Method: DFT, ωB97M-V with the def2-TZVPD basis set

Last column: Löwdin spin population.
Element x y z (Å)
H -1.369 1.646 -0.764  0.028
C 1.275 -2.080 -0.092  0.168
H 1.252 -3.006 0.488  0.018
H 0.658 1.309 0.667  0.027
H -0.101 -1.076 -1.460  0.028
H 0.528 3.044 0.161  0.030
C -1.378 1.838 0.314  0.168
H 2.247 -2.012 -0.573  0.026
H -2.074 2.674 0.401  0.023
H -0.887 -2.151 -0.427  0.028
H 1.130 -1.280 0.638  0.032
H 0.098 -2.761 -1.829  0.014
C 0.045 -2.058 -0.992  0.131
H -1.514 1.018 1.028  0.041
H 0.016 2.673 1.715  0.028
C 0.071 2.220 0.723  0.209

total charge = -1
multiplicity = 2
LUMO level (alpha / beta) = 0.16163 / 0.16646 hartree
gap between HOMO and LUMO (alpha / beta) = 2.9 / 12.4 eV
highest occupied orbital energy (alpha / beta) = 1.54 / -7.84 eV

***

The winner here is arrangement one, beating the second structure by 0.280 eV.

***

Arrangement one

Molecular formula: C4H12
Method: DFT, ωB97M-V with the def2-TZVPD basis set

Last column: Löwdin spin population.
Element x y z (Å)
H -0.968 -1.885 -0.193  0.039
H -0.251 -2.142 2.700  0.023
C -0.192 -2.116 0.547  0.234
H 0.708 -1.818 0.022  0.043
H 0.079 1.252 -2.593  0.027
C 0.759 1.547 -1.805  0.174
H -0.210 -3.199 0.654  0.039
H 1.698 1.075 -1.560  0.043
C -0.142 1.872 -0.590  0.112
C -0.372 -1.414 1.892  0.150
H 0.404 -0.664 2.071  0.026
H -0.395 1.005 0.015  0.011
H 0.337 2.612 0.053  0.020
H 0.954 2.533 -2.267  0.021
H -1.343 -0.942 2.044  0.018
H -1.066 2.283 -0.990  0.018

total charge = -1
multiplicity = 2
LUMO level (alpha / beta) = 0.15661 / 0.16474 hartree
gap between HOMO and LUMO (alpha / beta) = 2.7 / 12.3 eV
highest occupied orbital energy (alpha / beta) = 1.56 / -7.80 eV

***

Arrangement two

Molecular formula: C4H12
Method: DFT, ωB97M-V with the def2-TZVPD basis set

Last column: Löwdin spin population.
Element x y z (Å)
H -0.768 2.967 1.672  0.011
H 0.326 -2.529 -2.567  0.025
H 0.319 -1.906 -0.239  0.042
C -1.019 1.980 1.270  0.120
H -2.112 1.954 1.326  0.016
C -0.339 0.824 1.991  0.102
H -0.850 1.967 0.190  0.036
H -0.539 -0.588 -1.240  0.049
H 0.930 -0.976 -3.039  0.030
C 0.385 -1.097 -0.969  0.277
H -0.546 -0.075 1.419  0.016
C 1.022 -1.736 -2.266  0.174
H 0.740 1.005 1.940  0.027
H -0.595 0.754 3.044  0.010
H 1.090 -0.357 -0.577  0.040
H 1.956 -2.187 -1.955  0.024

total charge = -1
multiplicity = 2
LUMO level (alpha / beta) = 0.15837 / 0.16164 hartree
gap between HOMO and LUMO (alpha / beta) = 2.8 / 12.0 eV
highest occupied orbital energy (alpha / beta) = 1.52 / -7.63 eV

***

Arrangement three

Molecular formula: C4H12
Method: DFT, ωB97M-V with the def2-TZVPD basis set

Last column: Löwdin spin population.
Element x y z (Å)
H 0.586 0.538 1.770  0.026
H 2.281 0.300 1.750  0.031
C -1.738 0.698 -1.277  0.153
C -1.007 1.051 -2.558  0.133
H 0.023 1.480 -2.466  0.037
C 1.343 -0.151 2.127  0.170
H 1.516 -0.118 3.199  0.019
H -1.079 0.332 -0.477  0.025
H -0.658 0.159 -3.099  0.028
H 1.276 -1.669 0.514  0.049
C 1.329 -1.578 1.598  0.213
H -2.493 -0.104 -1.247  0.026
H 2.070 -2.121 2.191  0.027
H 0.449 -2.144 2.020  0.033
H -2.244 1.579 -0.944  0.019
H -1.654 1.747 -3.101  0.010

total charge = -1
multiplicity = 2
LUMO level (alpha / beta) = 0.15714 / 0.16139 hartree
gap between HOMO and LUMO (alpha / beta) = 2.8 / 11.7 eV
highest occupied orbital energy (alpha / beta) = 1.51 / -7.34 eV

***

The winner here is arrangement two, beating the second structure by 0.188 eV.

***

Arrangement one

Molecular formula: C2H12O4
Method: DFT, ωB97M-V with the def2-TZVPD basis set

Last column: Löwdin charge in e.
Element x y z (Å)
O 2.473 -1.782 2.511  -0.061
H 1.380 -2.196 -0.556  0.052
H -0.349 -0.035 -1.809  0.010
O -1.151 -0.444 -2.137  -0.074
H -3.377 0.805 -0.922  0.054
H 1.862 1.254 -0.283  0.046
H 1.150 2.874 -0.156  0.050
H -0.106 0.167 0.671  0.036
H 1.885 -2.445 2.153  0.018
H -0.830 1.899 0.808  0.024
O -2.681 1.063 -0.302  -0.071
H -2.240 1.831 -0.664  0.034
C 1.085 1.844 0.211  -0.065
H -1.744 -0.671 -1.419  0.018
O 0.498 -1.793 -0.605  -0.074
H 1.988 -1.289 3.186  0.040
C -0.018 1.241 0.658  -0.084
H 0.177 -2.322 -1.348  0.047

total charge = 0
LUMO level = 0.02018 hartree
gap between HOMO and LUMO = 10.6 eV
highest occupied orbital energy = -10.02 eV
SMILES = C=C.O.O.O.O

***

Arrangement two

Molecular formula: C2H12O4
Method: DFT, ωB97M-V with the def2-TZVPD basis set

Last column: Löwdin charge in e.
Element x y z (Å)
H 2.955 0.883 -6.697  0.034
H -2.745 -2.807 0.514  0.027
H -2.646 -1.643 1.361  -0.038
O 0.110 -0.682 3.144  0.012
H -0.506 -0.826 2.505  -0.028
H 3.504 -0.436 -5.423  0.097
H 2.738 2.391 -5.316  0.096
O -2.204 -2.497 1.240  -0.070
O -2.933 -0.109 1.902  -0.007
H 0.961 -1.084 3.053  0.054
C 3.677 1.738 -5.140  -0.133
H -2.765 0.555 2.527  0.016
H -1.395 1.161 5.489  0.054
H 4.400 1.870 -4.341  0.047
C 3.467 0.668 -5.783  -0.141
O -1.812 0.724 4.710  -0.100
H -3.847 -0.352 1.981  0.065
H -0.961 0.445 4.274  0.014

total charge = 0
LUMO level = 0.02726 hartree
gap between HOMO and LUMO = 10.2 eV
highest occupied orbital energy = -9.43 eV
SMILES = C=C.O.O.O.O

***

The winner here is arrangement one, beating the second structure by 1.116 eV.

***

Arrangement one

Molecular formula: C2H12O4
Method: DFT, ωB97M-V with the def2-TZVPD basis set

Last column: Löwdin charge in e.
Element x y z (Å)
H -1.895 -1.135 -0.936  0.034
O -2.364 -1.366 1.420  -0.052
H -1.824 -0.580 1.544  -0.014
H 1.980 -1.404 -1.054  0.073
C 2.781 0.038 0.297  -0.096
H 2.737 0.466 1.270  0.010
O -0.333 1.493 -3.054  -0.079
H 1.237 -1.368 0.749  0.061
H -0.415 -1.109 -1.291  0.009
O -1.235 -0.649 -1.438  -0.040
H -0.896 0.818 -2.687  -0.028
O -1.007 1.283 1.769  -0.102
H -2.512 -1.713 2.292  0.028
H -0.025 1.107 2.197  0.138
H -1.043 2.179 2.089  0.020
C 1.888 -0.910 -0.034  -0.108
H 3.654 0.511 -0.374  0.102
H -0.730 2.339 -2.761  0.044

total charge = 0
LUMO level = 0.00898 hartree
gap between HOMO and LUMO = 10.6 eV
highest occupied orbital energy = -10.36 eV
SMILES = C=C.O.O.O.O

***

Arrangement two

Molecular formula: C2H12O4
Method: DFT, ωB97M-V with the def2-TZVPD basis set

Last column: Löwdin charge in e.
Element x y z (Å)
O 2.815 3.276 -4.631  -0.065
C -1.187 -3.400 1.925  -0.096
C -2.081 -2.397 1.200  -0.272
H 1.762 2.756 3.302  0.045
H -2.886 -2.171 1.889  0.097
H -2.463 -2.705 0.241  0.104
O -1.416 -1.078 1.094  -0.101
H 1.985 3.719 -4.444  0.025
H -0.222 1.180 -2.399  0.020
H -0.545 -2.878 2.618  0.064
H -0.561 -3.927 1.180  0.075
O 0.142 2.040 -2.220  -0.058
H 0.807 2.093 -1.516  0.043
H 3.226 3.706 -5.393  0.034
H 1.500 2.361 1.880  0.027
O 2.234 2.448 2.504  -0.072
H -1.506 -0.861 0.165  0.056
H -1.605 -4.160 2.605  0.074

total charge = 0
LUMO level = 0.01398 hartree
gap between HOMO and LUMO = 10.8 eV
highest occupied orbital energy = -10.41 eV
SMILES = CCO.O.O.O

***

Arrangement three

Molecular formula: C2H12O4
Method: DFT, ωB97M-V with the def2-TZVPD basis set

Last column: Löwdin charge in e.
Element x y z (Å)
H 1.536 0.014 1.011  0.040
H 2.304 -1.168 -1.767  0.038
H 0.510 3.168 -0.308  0.026
H 1.338 -1.916 -0.428  0.039
H 1.309 2.217 -1.119  0.034
O -0.347 -1.884 2.046  -0.087
O -1.929 0.877 -1.237  -0.108
H -1.098 1.414 -1.103  0.020
H -2.563 1.442 -0.705  0.084
H -0.230 -2.791 2.083  -0.020
H -2.895 -1.148 0.263  0.094
O 0.418 2.540 -0.978  -0.013
O -2.145 -0.767 0.801  -0.108
H -1.537 -0.289 0.184  0.039
C 2.103 -0.005 0.088  -0.070
C 1.901 -1.054 -0.768  -0.039
H -1.291 -1.560 1.959  0.015
H 2.616 0.909 -0.022  0.015

total charge = 0
LUMO level = 0.01920 hartree
gap between HOMO and LUMO = 10.5 eV
highest occupied orbital energy = -9.95 eV
SMILES = C=C.O.O.O.O

***

The winner here is arrangement two, beating the second structure by 0.384 eV.

***

Arrangement one

Molecular formula: C2H2INO3
Method: DFT, ωB97M-V with the def2-TZVPD basis set

Last column: Löwdin charge in e.
Element x y z (Å)
C -0.829 0.189 0.542  -0.110
I -3.816 0.846 -0.099  0.524
H -0.618 1.188 0.318  0.098
O 0.324 -1.903 0.121  0.205
H 2.735 0.666 -0.968  0.061
O -2.008 -0.237 0.597  -0.448
O 1.324 0.197 -0.091  -0.093
N 2.540 -0.214 -0.528  0.192
C 0.349 -0.732 0.109  -0.430

total charge = 0
LUMO level (alpha / beta) = -0.08326 / -0.06542 hartree
gap between HOMO and LUMO (alpha / beta) = 6.2 / 7.6 eV
highest occupied orbital energy (alpha / beta) = -8.48 / -9.36 eV

***

Arrangement two

Molecular formula: C2H2INO3
Method: DFT, ωB97M-V with the def2-TZVPD basis set

Last column: Löwdin charge in e.
Element x y z (Å)
H 1.841 1.493 0.019  0.099
O 1.635 -2.201 -0.899  0.217
H -2.696 1.250 0.023  -0.237
O -1.170 0.938 -1.186  -0.056
C 0.985 0.892 -0.291  0.140
O 1.070 -1.949 1.313  0.197
I -2.944 0.568 1.602  0.304
N -0.068 1.093 -0.780  -0.198
C 1.348 -2.084 0.199  -0.466

total charge = 0
LUMO level = 0.00123 hartree
gap between HOMO and LUMO = 9.7 eV
highest occupied orbital energy = -9.66 eV
SMILES = C#[N+][O-].O=C=O.I

***

The winner here is arrangement two, beating the second structure by 2.831 eV.

***

Arrangement one

Molecular formula: C2H2INO3
Method: DFT, ωB97M-V with the def2-TZVPD basis set

Last column: Löwdin charge in e.
Element x y z (Å)
C 0.005 0.862 0.334  -0.536
I 2.933 0.930 0.298  0.866
O -0.496 -2.378 -0.761  0.209
N 1.080 1.063 1.110  -0.454
H 1.018 1.322 2.083  0.055
O 0.054 0.581 -0.830  -0.031
C -1.384 -1.904 -1.303  -0.467
H -0.932 0.963 0.913  0.141
O -2.278 -1.440 -1.844  0.218

total charge = 0
LUMO level = -0.01394 hartree
gap between HOMO and LUMO = 9.2 eV
highest occupied orbital energy = -9.58 eV
SMILES = O=C=O.O=CNI

***

Arrangement two

Molecular formula: C2H2INO3
Method: DFT, ωB97M-V with the def2-TZVPD basis set

Last column: Löwdin charge in e.
Element x y z (Å)
O -0.046 0.349 1.538  0.031
H -1.332 -0.650 0.444  -0.027
H 0.447 -0.747 0.067  0.042
O -1.575 1.067 3.173  0.267
O -3.697 -0.805 0.552  -0.021
I -2.034 -3.329 0.431  0.545
C -1.058 0.476 2.320  -0.179
C -2.591 -1.166 0.744  -0.682
N -0.218 -0.100 0.281  0.025

total charge = 0
LUMO level (alpha / beta) = -0.06805 / -0.06779 hartree
gap between HOMO and LUMO (alpha / beta) = 6.8 / 6.8 eV
highest occupied orbital energy (alpha / beta) = -8.68 / -8.69 eV

***

The winner here is arrangement one, beating the second structure by 6.144 eV.